(1)
Density functional theory data (ωB97M-V/def2-TZVPD) for a structure of composition C17H26GaN3O4S3.

Cartesian coordinates (Å):
1 Ga -0.042 0.116 -0.336
2 C -1.460 1.404 1.933
3 C -0.222 0.707 2.486
4 N 0.155 -0.471 1.663
5 C -0.543 -1.745 1.970
6 C -1.989 -1.803 1.484
7 S -2.153 -1.252 -0.246
8 C -3.302 0.162 -0.166
9 C -2.633 1.539 -0.255
10 N -1.338 1.579 0.468
11 H -1.586 2.362 2.435
12 H -2.352 0.820 2.135
13 H -0.391 0.418 3.523
14 H 0.619 1.397 2.453
15 H 1.147 -0.630 1.806
16 H -0.528 -1.935 3.043
17 H 0.023 -2.537 1.483
18 H -2.676 -1.234 2.105
19 H -2.316 -2.840 1.506
20 H -3.901 0.038 0.734
21 H -3.972 0.040 -1.014
22 H -3.319 2.282 0.149
23 H -2.438 1.795 -1.293
24 H -0.893 2.473 0.269
25 O 0.737 -1.394 -1.571
26 C 0.356 -0.694 -2.553
27 N -0.393 0.387 -2.268
28 S -0.244 1.527 -3.504
29 O -1.508 2.124 -3.766
30 O 0.877 2.365 -3.177
31 C 0.293 0.307 -4.677
32 C 0.434 0.414 -6.040
33 C 0.991 -0.679 -6.705
34 C 1.389 -1.820 -6.019
35 C 1.232 -1.916 -4.640
36 C 0.672 -0.841 -3.979
37 H 0.126 1.303 -6.576
38 H 1.114 -0.630 -7.779
39 H 1.818 -2.648 -6.566
40 H 1.516 -2.809 -4.097
41 O 1.589 1.073 -0.050
42 S 2.734 1.927 -0.685
43 C 3.472 0.858 -1.933
44 C 4.203 -0.220 -1.150
45 C 5.018 0.548 -0.108
46 C 4.097 1.627 0.487
47 H 4.164 1.511 -2.475
48 H 2.693 0.528 -2.619
49 H 4.827 -0.827 -1.804
50 H 3.479 -0.884 -0.674
51 H 5.873 1.021 -0.592
52 H 5.404 -0.103 0.673
53 H 4.595 2.581 0.663
54 H 3.605 1.318 1.408

- Maximum force: 0.700 eV/Å
- E_LUMO: -5.7935 eV
- Net charge: +2
- E: -115581.19484 eV
- Frontier orbital gap: 9.48 eV
- Spin multiplicity: 1
- Highest occupied orbital energy: -15.3 eV

Quick look at the Mulliken charges, all values in e: Ga 1.496; C -0.613; C -0.709; N -0.172; C -0.888; C -0.561; S -0.100; C -0.711; C -0.663; N -0.283; H 0.488; H 0.186; H 0.533; H 0.246; H 0.297; H 0.460; H 0.414; H 0.359; H 0.529; H 0.482; H 0.513; H 0.499; H 0.256; H 0.461; O -0.748; C -0.135; N 0.124; S 1.015; O -0.653; O -0.579; C 0.311; C -0.679; C -0.498; C -0.721; C -0.478; C 0.147; H 0.499; H 0.450; H 0.450; H 0.564; O -0.360; S 0.218; C -0.196; C -0.437; C -0.769; C -0.448; H 0.691; H -0.290; H 0.538; H 0.081; H 0.337; H 0.370; H 0.441; H 0.237

=====

(2)
Density functional theory data (ωB97M-V/def2-TZVPD) for the molecule C17H26N2O2.

Cartesian coordinates (Å):
1 C 5.196 1.181 -4.037
2 O 3.896 0.653 -4.108
3 C 3.233 0.407 -2.938
4 C 3.738 0.635 -1.668
5 C 2.952 0.337 -0.567
6 C 1.673 -0.182 -0.684
7 C 0.852 -0.470 0.513
8 C 1.546 -1.251 1.614
9 N -0.336 -0.024 0.440
10 N -1.374 -0.077 1.248
11 C -2.462 0.757 0.753
12 C -2.155 2.250 0.905
13 C -3.787 0.369 1.409
14 C -3.778 -1.126 1.695
15 C -2.768 -1.406 2.804
16 C -1.433 -0.657 2.577
17 C -1.183 0.389 3.674
18 C 1.166 -0.411 -1.980
19 O -0.077 -0.956 -2.062
20 C -0.628 -1.190 -3.332
21 C 1.948 -0.118 -3.084
22 H 5.527 1.294 -5.068
23 H 5.206 2.160 -3.545
24 H 5.877 0.505 -3.511
25 H 4.725 1.043 -1.517
26 H 3.349 0.538 0.418
27 H 2.595 -1.380 1.365
28 H 1.479 -0.742 2.576
29 H 1.110 -2.246 1.711
30 H -2.518 0.540 -0.321
31 H -2.105 2.540 1.951
32 H -1.199 2.467 0.436
33 H -2.929 2.839 0.418
34 H -4.610 0.637 0.744
35 H -3.927 0.916 2.344
36 H -4.767 -1.472 2.001
37 H -3.495 -1.661 0.787
38 H -2.587 -2.480 2.868
39 H -3.193 -1.088 3.759
40 H -0.626 -1.386 2.628
41 H -2.021 1.074 3.764
42 H -1.040 -0.106 4.633
43 H -0.289 0.965 3.444
44 H -1.619 -1.605 -3.151
45 H -0.726 -0.263 -3.908
46 H -0.036 -1.911 -3.907
47 H 1.602 -0.284 -4.090

- Maximum force: 0.732 eV/Å
- E_LUMO: 0.8704 eV
- Net charge: 0
- E: -25124.20674 eV
- Frontier orbital gap: 7.91 eV
- Spin multiplicity: 1
- Highest occupied orbital energy: -7.0 eV
- SMILES string: COc1ccc(/C(C)=N/N2[C@H](C)CCC[C@@H]2C)c(OC)c1

Quick look at the Mulliken charges, all values in e: C -0.848; O -0.451; C 0.487; C -0.858; C -0.595; C -0.192; C 0.915; C -1.814; N -0.604; N 0.592; C 0.050; C -1.458; C -0.845; C -0.778; C -1.003; C 0.638; C -1.806; C 0.803; O -0.344; C -1.036; C -0.427; H 0.256; H 0.338; H 0.338; H 0.385; H 0.500; H 0.543; H 0.326; H 0.364; H 0.429; H 0.267; H 0.356; H 0.413; H 0.486; H 0.241; H 0.436; H 0.360; H 0.314; H 0.397; H 0.113; H 0.400; H 0.472; H 0.355; H 0.243; H 0.399; H 0.388; H 0.454

=====

(3)
Density functional theory data (ωB97M-V/def2-TZVPD) for the molecule C17H26N2O5.

Cartesian coordinates (Å):
1 C -4.861 4.797 0.723
2 C -3.795 4.794 -0.366
3 C -2.457 4.280 0.160
4 C -1.385 4.290 -0.931
5 O -0.126 3.846 -0.467
6 C 0.109 2.520 -0.302
7 C 1.371 2.195 0.204
8 C 1.736 0.881 0.392
9 C 0.852 -0.151 0.091
10 C 1.265 -1.596 0.252
11 N 1.662 -1.892 1.600
12 C 1.248 -3.004 2.261
13 O 0.458 -3.806 1.838
14 O 1.836 -3.055 3.476
15 C 1.509 -4.189 4.281
16 C 2.332 -5.409 3.891
17 N 2.354 -1.918 -0.662
18 C 2.194 -2.184 -1.982
19 O 3.116 -2.307 -2.750
20 O 0.894 -2.314 -2.307
21 C 0.614 -2.573 -3.681
22 C 0.574 -1.283 -4.488
23 C -0.397 0.172 -0.413
24 C -0.774 1.489 -0.610
25 H -4.561 5.437 1.549
26 H -5.017 3.792 1.108
27 H -5.806 5.164 0.330
28 H -3.666 5.807 -0.752
29 H -4.124 4.164 -1.195
30 H -2.118 4.908 0.986
31 H -2.578 3.266 0.546
32 H -1.207 5.318 -1.262
33 H -1.709 3.704 -1.800
34 H 2.050 3.001 0.433
35 H 2.723 0.659 0.771
36 H 0.430 -2.264 0.012
37 H 2.327 -1.292 2.062
38 H 1.725 -3.876 5.304
39 H 0.442 -4.405 4.173
40 H 2.101 -6.233 4.560
41 H 3.394 -5.185 3.956
42 H 2.093 -5.704 2.873
43 H 3.294 -1.692 -0.376
44 H 1.379 -3.246 -4.082
45 H -0.358 -3.071 -3.682
46 H 1.557 -0.819 -4.487
47 H -0.143 -0.590 -4.051
48 H 0.285 -1.499 -5.512
49 H -1.087 -0.620 -0.661
50 H -1.755 1.693 -1.008

- Maximum force: 0.568 eV/Å
- E_LUMO: 0.7103 eV
- Net charge: 0
- E: -31270.05675 eV
- Frontier orbital gap: 9.22 eV
- Spin multiplicity: 1
- Highest occupied orbital energy: -8.5 eV
- SMILES string: CCCCOc1ccc(C(NC(=O)OCC)NC(=O)OCC)cc1

Quick look at the Mulliken charges, all values in e: C -1.289; C -0.342; C -0.359; C -0.838; O -0.434; C 0.741; C -1.013; C -0.283; C 0.582; C -1.001; N -0.055; C 0.597; O -0.623; O -0.461; C -0.215; C -1.078; N -0.052; C 0.497; O -0.653; O -0.282; C -0.352; C -1.058; C -0.743; C -0.200; H 0.322; H 0.329; H 0.380; H 0.294; H 0.319; H 0.289; H 0.361; H 0.378; H 0.356; H 0.422; H 0.355; H 0.610; H 0.266; H 0.300; H 0.319; H 0.357; H 0.288; H 0.313; H 0.240; H 0.350; H 0.327; H 0.299; H 0.235; H 0.403; H 0.404; H 0.398

=====

(4)
Density functional theory data (ωB97M-V/def2-TZVPD) for the molecule C17H26N4O3.

Cartesian coordinates (Å):
1 C 1.064 0.610 -2.858
2 N -0.113 -0.219 -2.680
3 C -0.253 -1.144 -3.796
4 C -1.528 -1.963 -3.692
5 C -1.554 -2.730 -2.376
6 C -1.351 -1.763 -1.219
7 C -0.074 -0.935 -1.416
8 C -0.022 0.032 -0.239
9 O -0.678 1.066 -0.252
10 N 0.656 -0.338 0.884
11 C 0.401 0.471 2.075
12 C -1.016 0.264 2.645
13 C -1.666 1.561 3.095
14 O -1.960 1.780 4.257
15 N -1.876 2.443 2.084
16 C -2.497 3.727 2.310
17 C -3.852 3.828 1.693
18 N -4.284 4.729 0.879
19 C -5.603 4.369 0.631
20 C -5.887 3.250 1.320
21 O -4.767 2.888 2.013
22 C 1.480 -1.509 1.011
23 C 2.672 -1.692 0.119
24 C 2.866 -1.347 1.564
25 H 1.130 1.348 -2.060
26 H 1.996 0.017 -2.877
27 H 0.990 1.147 -3.804
28 H -0.253 -0.557 -4.717
29 H 0.618 -1.827 -3.850
30 H -2.387 -1.289 -3.743
31 H -1.593 -2.646 -4.542
32 H -2.494 -3.271 -2.257
33 H -0.752 -3.477 -2.374
34 H -2.191 -1.067 -1.156
35 H -1.289 -2.300 -0.268
36 H 0.786 -1.619 -1.391
37 H 1.148 0.203 2.818
38 H 0.550 1.518 1.814
39 H -1.647 -0.175 1.870
40 H -1.007 -0.405 3.502
41 H -1.590 2.172 1.149
42 H -2.572 3.856 3.390
43 H -1.896 4.536 1.899
44 H -6.238 4.939 -0.025
45 H -6.752 2.622 1.429
46 H 0.954 -2.413 1.302
47 H 2.899 -2.693 -0.220
48 H 2.867 -0.909 -0.601
49 H 3.190 -0.339 1.788
50 H 3.229 -2.106 2.242

- Maximum force: 0.188 eV/Å
- E_LUMO: 0.6953 eV
- Net charge: 0
- E: -30153.73495 eV
- Frontier orbital gap: 9.52 eV
- Spin multiplicity: 1
- Highest occupied orbital energy: -8.8 eV
- SMILES string: CN1CCCC[C@@H]1C(=O)N(CCC(=O)NCc1ncco1)C1CC1

Quick look at the Mulliken charges, all values in e: C -1.047; N -0.072; C -0.549; C -0.744; C -0.854; C -1.028; C 0.493; C -0.129; O -0.815; N 0.279; C -0.982; C -0.526; C 0.408; O -0.682; N 0.082; C -0.824; C 0.666; N -0.601; C -0.279; C -0.254; O -0.273; C -0.025; C -0.473; C -0.773; H 0.233; H 0.285; H 0.435; H 0.434; H 0.355; H 0.339; H 0.382; H 0.370; H 0.335; H 0.395; H 0.308; H 0.438; H 0.609; H 0.437; H 0.266; H 0.394; H 0.220; H 0.449; H 0.265; H 0.381; H 0.384; H 0.207; H 0.287; H 0.202; H 0.329; H 0.261

=====

(5)
Density functional theory data (ωB97M-V/def2-TZVPD) for a structure of composition C17H26N5OS2Tb.

Cartesian coordinates (Å):
1 Tb 0.086 -0.171 0.029
2 C 1.181 -2.824 -1.052
3 C 0.369 -3.112 0.049
4 C 0.753 -2.698 1.323
5 C 1.941 -1.980 1.495
6 C 2.742 -1.683 0.395
7 C 2.365 -2.115 -0.879
8 H 0.925 -3.210 -2.032
9 H -0.514 -3.729 -0.073
10 H 0.174 -2.997 2.186
11 H 2.270 -1.709 2.490
12 H 3.686 -1.170 0.533
13 H 3.014 -1.928 -1.723
14 S 0.428 2.394 0.806
15 C 2.076 2.526 0.179
16 C 2.948 3.346 0.972
17 N 3.613 3.996 1.646
18 C 2.534 1.909 -0.932
19 S 1.564 0.868 -1.982
20 C 3.909 2.043 -1.320
21 N 5.009 2.089 -1.647
22 N -0.777 2.985 -2.111
23 C -2.137 2.522 -2.602
24 C -3.172 2.478 -1.474
25 C -3.385 1.144 -0.759
26 N -2.332 0.850 0.261
27 C -3.525 -0.003 -1.749
28 C -2.390 -0.110 -2.760
29 N -1.191 -0.777 -2.157
30 C -2.074 1.231 -3.433
31 H -0.616 3.965 -2.348
32 H 0.005 2.424 -2.497
33 H -0.632 2.892 -1.083
34 H -2.438 3.313 -3.285
35 H -4.133 2.720 -1.934
36 H -2.990 3.283 -0.756
37 H -4.335 1.243 -0.229
38 H -2.753 0.186 0.913
39 H -2.200 1.686 0.830
40 H -4.460 0.134 -2.296
41 H -3.635 -0.951 -1.212
42 H -2.734 -0.762 -3.565
43 H -0.453 -0.784 -2.862
44 H -1.444 -1.762 -2.063
45 H -2.839 1.350 -4.204
46 H -1.131 1.175 -3.984
47 C -1.121 -0.785 3.514
48 O -0.370 -0.042 2.524
49 H -1.887 -0.151 3.955
50 H -0.456 -1.159 4.291
51 H -1.592 -1.624 3.007
52 H 0.024 0.742 2.935

- <S²>: 12.686
- Maximum force: 0.415 eV/Å
- E_LUMO (alpha / beta): -6.6503 / -6.4077 eV
- Net charge: +2
- E: -71641.86067 eV
- Frontier orbital gap (alpha / beta): 7.45 / 7.70 eV
- Spin multiplicity: 7
- Highest occupied orbital energy (alpha / beta): -14.1 / -14.1 eV

Quick look at the Mulliken charges, all values in e: Tb 0.727; C -0.340; C -0.640; C -0.533; C -0.497; C -0.363; C -0.451; H 0.566; H 0.514; H 0.710; H 0.464; H 0.519; H 0.394; S -0.594; C 1.001; C -0.321; N -0.347; C 0.686; S -0.472; C -0.352; N -0.358; N 0.135; C 0.132; C -1.436; C 0.101; N -0.359; C -1.391; C 0.113; N -0.411; C -1.375; H 0.420; H 0.084; H -0.041; H 0.441; H 0.520; H 0.452; H 0.378; H 0.278; H 0.316; H 0.487; H 0.516; H 0.401; H 0.325; H 0.318; H 0.447; H 0.519; C -0.775; O -0.093; H 0.337; H 0.329; H 0.287; H 0.232